No. 1
Density functional theory data (ωB97M-V/def2-TZVPD) for C50H56N7O4STl as an isolated structure in a non-equilibrium geometry.

Geometry as XYZ:
```
119
Properties=species:S:1:pos:R:3:forces:R:3
H 2.48881 1.60176 6.95687 0.0 0.0 0.0
H 7.10731 -2.17288 0.72784 0.0 0.0 0.0
O 0.69358 0.33051 -2.10787 -0.2 -0.1 -0.4
C 3.44037 1.80005 4.49152 0.0 0.0 0.0
H -3.23495 3.19995 1.67203 0.0 0.0 -0.1
H 2.35566 1.26813 2.35346 -0.1 0.0 0.0
H -4.25403 3.83984 2.96398 0.0 0.0 0.0
O -1.92575 1.24023 0.99783 -0.1 -0.2 0.4
C 5.11983 -1.37713 0.94297 0.0 0.0 0.0
C -5.89420 -2.94476 -2.36796 -0.1 0.0 0.0
H 0.42708 -1.92817 1.32443 0.0 0.0 0.0
H 2.26942 4.25224 4.29068 0.0 0.0 0.0
C 0.31878 1.01987 1.67651 -0.1 -0.1 0.1
H -5.32479 0.29666 0.47893 0.1 0.0 0.0
C -1.46268 1.35003 -5.21420 -0.1 0.0 0.1
H 2.68718 3.95345 5.98766 0.0 0.0 0.0
H 0.99030 4.02719 5.49074 0.1 0.0 0.0
H 6.01465 -2.68759 -0.55879 0.0 0.1 0.0
H 5.13864 -0.35030 -3.78348 0.0 0.0 0.0
C 1.69344 0.03538 -0.01502 0.1 0.1 -0.1
C 1.70214 -0.04861 -1.47550 -0.1 0.1 0.2
H -1.64011 2.41011 -5.15302 0.0 0.0 0.0
C 0.31369 -4.41012 -1.54836 0.0 -0.1 0.0
H -3.82343 0.73741 2.55118 0.0 -0.1 -0.2
H 4.14577 2.07539 5.27796 0.0 0.0 0.0
C -1.69755 0.57117 -4.07417 0.1 0.1 -0.2
C -1.06964 0.76797 -6.40870 0.0 -0.1 0.0
N 0.55672 0.50896 0.48792 -0.1 -0.2 -0.3
C 4.67375 -2.55641 1.82054 0.0 0.0 0.0
S -3.08093 -1.68673 0.84317 0.0 0.2 -0.3
H 3.74195 2.32035 3.57829 0.0 0.0 0.1
H 4.30948 -3.37762 1.19711 0.0 0.0 0.0
C -2.84524 2.24011 -2.73839 -0.2 -0.1 -0.2
C -4.52847 3.49703 -1.39190 0.0 0.1 0.0
C 5.61312 -0.23098 1.84154 0.0 0.0 0.0
C 0.44776 -2.64026 0.50618 -0.1 -0.1 0.0
H 2.60811 0.41428 -5.46476 0.0 0.0 0.0
H -2.55691 4.34843 2.83686 0.0 0.0 0.0
H -2.24634 3.73494 5.22642 -0.1 0.0 0.0
C -3.81293 2.31969 -1.56853 -0.2 -0.1 0.0
C -3.81623 1.17353 3.54186 0.0 0.1 0.0
H -0.59315 -1.06881 -7.41822 0.0 0.0 0.1
N -0.25940 -2.31869 -0.57542 0.2 0.3 0.2
H 6.50080 -0.54051 2.40204 -0.1 0.0 0.0
C 1.98708 3.69684 5.18862 0.0 0.0 0.0
N -5.51874 -1.88348 -0.24326 -0.1 -0.1 -0.1
H -0.86553 -2.44796 -5.38831 0.0 0.0 0.0
H 3.87447 -2.26701 2.50745 0.0 0.0 0.0
H 0.75690 1.75617 6.66385 0.0 0.0 0.0
Tl -1.44796 -0.05110 -1.05259 0.1 0.0 -0.4
C -0.33486 -3.18087 -1.58083 0.0 -0.1 0.1
H 4.39642 -1.10340 -5.19818 0.0 0.0 0.0
O -1.40270 -3.73034 -3.59964 0.0 0.1 0.0
C 2.58932 0.60177 -4.38785 0.0 0.0 0.1
C 1.32072 1.35359 2.64207 0.2 0.0 0.1
C 0.99339 1.83137 3.85863 0.1 0.0 0.1
C 6.29338 -1.84423 0.07851 0.0 0.0 0.0
C 2.81767 -0.42117 0.72923 0.2 -0.1 0.0
H 4.84795 0.07020 2.56081 0.0 0.0 -0.1
H 0.19832 -5.07778 -2.39022 0.0 0.0 0.0
C -5.93018 2.32926 0.13721 0.0 0.0 0.1
H -4.82836 1.52061 3.77614 0.1 0.0 0.0
C 1.15947 -3.82183 0.60554 0.0 0.0 0.1
C -5.60694 3.50179 -0.52400 0.1 0.0 -0.1
H 2.73870 -0.47039 1.80623 0.0 -0.1 -0.1
C -1.42607 -0.81368 -4.12918 -0.1 -0.1 -0.3
C 2.98151 -0.68634 -3.64165 -0.1 0.0 -0.1
C -0.39625 2.05185 4.14483 -0.1 -0.1 -0.2
H -0.64405 2.41481 5.13229 0.1 0.0 -0.1
C 3.95464 -0.89901 -1.32249 -0.1 0.1 0.0
N -1.41570 -1.51792 -2.92522 0.1 0.2 0.6
H -6.77596 2.27166 0.81158 0.0 0.0 0.0
H 2.24040 -2.72923 -3.48160 0.0 0.0 0.0
H -4.13098 -3.93781 -3.15070 0.1 0.0 0.0
H -6.18864 4.40328 -0.37877 0.0 0.0 0.0
C -0.87279 -0.60290 -6.48019 0.0 0.1 0.0
H -2.85339 -3.33475 -1.30685 0.1 -0.1 -0.1
C -1.11845 -2.80613 -2.82263 -0.2 0.0 -0.2
H 0.98883 -1.51598 -3.84181 0.1 -0.1 0.0
C -1.08432 1.36980 1.92361 -0.1 0.1 -0.4
H -2.60752 2.09043 5.79915 0.0 0.0 0.0
C 2.91384 -0.52477 -2.12107 0.2 -0.1 -0.1
H 3.29762 1.40656 -4.16583 0.0 0.0 0.0
H -3.91436 3.16128 5.29113 0.0 0.0 0.0
C 4.38693 -1.07632 -4.10705 0.0 0.0 0.0
N -2.22183 1.05269 -2.87782 0.2 0.0 1.0
N -3.81998 -3.04309 -1.31533 0.0 0.2 0.0
H -6.55654 -3.15934 -3.19249 0.0 0.0 0.0
H 3.52430 0.72139 4.32717 0.0 0.1 0.0
C -3.24296 3.50550 2.71476 0.0 -0.2 0.0
C 3.93590 -0.88059 0.10955 -0.1 0.0 0.1
C -5.12437 1.21784 -0.05239 0.1 0.1 0.1
H 5.87489 0.64216 1.23884 0.0 0.0 0.0
H 1.58898 0.93369 -4.12338 0.0 0.0 0.0
H 4.67615 -2.07024 -3.75199 0.0 0.1 0.0
H 5.51443 -2.92380 2.41579 0.0 0.0 0.0
H 1.63016 -5.66147 -0.40518 0.0 0.0 0.0
C 2.02403 2.18449 4.92065 0.0 0.1 0.1
C 1.69981 1.42870 6.22058 0.0 0.0 0.0
C -4.21367 -2.22223 -0.29327 -0.2 -0.1 0.0
C -1.41336 1.89632 3.25643 0.0 0.1 0.0
O -2.85607 3.17297 -3.53418 0.1 0.0 0.1
H -4.23885 4.36664 -1.96460 0.0 0.0 0.0
C -6.31321 -2.23002 -1.23728 0.2 0.0 0.2
H -0.92436 1.38792 -7.28521 0.0 0.0 0.0
C -2.82828 2.34312 3.63702 0.0 0.0 -0.1
C -2.88688 2.86105 5.07470 0.0 0.1 0.1
H -7.35074 -1.92312 -1.14076 0.0 0.0 0.0
H 1.74322 -4.03076 1.49234 0.0 0.0 0.0
H 1.63252 0.35303 6.03616 0.0 0.1 0.0
H 6.67608 -1.03736 -0.55193 0.0 -0.1 0.0
C 1.09092 -4.72327 -0.44679 0.0 0.0 0.0
C 2.01787 -1.81459 -4.04050 -0.1 0.0 0.1
H 4.85389 -1.25495 -1.80333 0.0 0.0 0.0
C -1.03052 -1.38075 -5.34614 -0.2 -0.1 0.1
N -4.08834 1.20873 -0.88707 0.1 -0.1 -0.1
C -4.59983 -3.36343 -2.36291 0.1 0.0 -0.1
H -3.54667 0.39112 4.25821 0.0 0.0 0.0
H 2.10794 -2.03032 -5.10884 0.0 0.0 0.0
```
Positions in Å, forces in eV/Å.

Calculated values
DFT total energy: -86908.9772 eV
LUMO level (spin up / spin down): -0.0663 / -0.0663 Ha
HOMO energy (spin up / spin down): -6.8575 / -6.8575 eV
multiplicity: 1
total charge: 0


No. 2
Density functional theory data (ωB97M-V/def2-TZVPD) for C50H57ClCsN2O6P as an isolated structure in a non-equilibrium geometry.

Geometry as XYZ:
```
118
Properties=species:S:1:pos:R:3:forces:R:3
H 9.82949 18.86610 11.09341 -0.3 0.2 0.1
C 17.18935 14.12711 14.60904 0.5 -1.1 -1.2
Cs 13.66063 15.26448 14.28788 0.0 0.1 -0.2
C 12.10888 17.72905 10.77732 0.2 -0.6 -0.8
H 8.71993 16.99036 14.51025 -0.1 -0.5 0.3
C 10.74117 12.93572 17.74168 0.2 -1.0 -0.5
H 16.46875 12.06665 12.27246 -0.2 -0.3 0.1
H 9.42553 7.45983 11.01663 0.2 0.5 -0.1
H 15.89790 8.93579 10.81827 0.0 -0.6 0.7
H 11.47037 11.69081 9.34523 0.2 0.3 -0.1
H 12.58942 13.74361 8.12395 -0.3 -0.2 0.2
H 13.24211 13.30445 9.65985 0.6 -0.2 0.7
H 12.30906 10.56351 14.71038 -0.7 -0.8 -0.1
H 14.84290 12.80812 13.58538 -0.2 -0.4 -0.5
C 10.77865 11.75343 11.89783 0.4 0.3 0.2
H 9.49684 13.90037 8.78799 -0.1 -0.1 -0.1
H 12.18714 14.69560 9.54468 -0.1 -0.6 0.1
H 16.38142 11.39466 8.42546 0.4 -0.1 0.2
H 14.98491 8.39008 9.29593 1.1 0.3 0.8
C 15.67725 9.13182 9.79714 -1.7 1.0 -1.6
H 16.74048 11.65786 10.18505 0.0 -0.3 -0.3
C 18.53407 13.86184 14.92278 -0.8 -0.7 1.9
H 8.88711 9.41879 13.65536 -0.1 -0.1 0.0
H 13.22507 12.03831 13.64812 -0.2 0.0 0.0
C 17.77264 13.13210 17.06447 -1.0 0.5 -1.2
H 10.00114 16.19156 19.68312 -0.2 -0.7 -0.3
H 9.04833 9.94670 11.44390 0.9 -0.4 -0.1
Cl 8.54618 13.58257 20.97521 0.8 1.3 -0.8
H 11.11613 12.03435 17.25240 -0.2 0.2 0.0
C 10.18015 14.04379 11.37652 1.0 -0.1 -0.9
H 11.15686 17.41820 18.28620 0.0 0.2 -0.3
H 7.83782 18.57070 9.70483 -0.3 -0.5 -0.5
C 16.30954 11.01771 12.56225 -0.5 0.9 -0.3
C 10.00732 12.82161 18.86573 -1.0 0.0 0.6
H 9.33229 12.19601 8.33848 -0.1 -0.3 0.4
C 14.29731 11.87162 13.72735 0.4 -1.1 1.1
C 11.37034 9.97709 14.53921 0.9 0.4 0.3
C 11.17249 10.35585 11.46570 -0.4 1.0 0.1
C 11.17850 12.74322 9.48512 -0.4 -1.3 0.6
H 10.07385 15.96922 14.92039 0.6 -0.2 0.4
O 21.14288 13.12777 15.74910 -0.8 -0.4 0.4
H 12.07157 16.42738 8.29451 -0.8 0.4 0.5
C 12.48138 9.88895 11.25662 -0.5 -0.1 -0.5
H 13.53335 11.54587 8.49621 -0.1 0.1 -0.7
C 9.22455 15.67218 12.97683 -0.8 -1.3 -0.2
H 13.63544 8.16420 10.77972 -0.2 -0.1 0.2
H 9.80070 16.44818 12.50524 0.7 0.2 -0.3
H 14.80321 8.60295 12.53905 0.3 -0.6 -0.2
H 16.78816 10.90584 13.51496 0.3 -0.2 0.7
C 9.78822 14.28151 12.66805 -0.1 0.9 0.1
C 9.82542 18.28398 10.19102 0.9 -1.7 -1.3
H 11.72589 6.58365 10.75218 -0.1 0.2 -0.2
C 10.06837 9.52956 11.31224 -0.4 -1.0 -0.1
C 14.59209 9.32486 13.30417 0.3 0.6 0.5
N 12.96445 17.62757 11.54296 -0.4 0.3 -0.1
H 15.58644 13.27596 17.26136 0.2 0.0 0.3
O 15.84038 14.09505 12.53284 -0.3 -0.1 0.8
O 11.79370 14.09596 16.04449 -1.1 0.7 1.1
H 10.04649 16.00771 7.01510 -0.1 0.3 0.0
C 10.04069 13.00080 8.48712 0.3 0.9 -0.4
C 15.96946 11.61610 9.41624 -0.1 0.1 -0.2
C 18.83507 13.26813 16.18861 -1.1 0.9 -1.4
C 11.43262 16.62153 17.55552 0.8 -0.5 -0.1
C 10.26023 8.17257 11.04454 0.3 -0.7 -0.1
H 18.03061 12.79441 18.02835 -0.1 -0.5 1.1
C 8.71984 18.01726 9.38511 -0.4 1.8 1.4
H 16.83856 10.41877 11.84425 0.1 -0.6 -0.2
C 11.55909 7.65239 10.85794 -0.7 0.8 0.8
C 10.75308 12.83106 10.97819 -0.8 0.1 -0.5
H 8.45517 15.25606 14.96127 0.2 0.3 -0.2
C 16.89556 14.47377 13.12589 -0.3 0.8 0.0
O 20.39367 12.35983 17.72182 -0.4 -0.5 0.6
C 10.32392 11.97009 13.23215 -0.2 0.2 -0.4
H 13.05633 9.85125 8.53631 0.6 0.1 0.3
H 16.63380 9.17018 9.25870 -0.3 0.0 -0.1
H 8.82620 9.65035 15.38061 -0.2 0.0 0.4
C 9.11880 15.96048 14.43306 -0.6 0.9 0.7
C 10.82300 15.33253 17.91110 0.9 0.8 -1.1
C 14.79470 10.74603 12.72780 0.2 0.7 1.0
H 9.65039 11.79209 19.18998 0.6 1.6 -0.1
C 9.63479 14.02885 19.55574 -0.2 -1.5 0.2
H 7.89013 15.66548 11.26229 0.3 -0.4 -0.5
H 11.14792 9.38916 15.44095 0.3 0.0 -0.1
C 14.89319 10.53180 9.68452 0.9 -1.1 0.3
C 8.77786 17.25128 8.25275 0.0 0.2 -0.5
H 15.64355 12.65030 9.33496 -0.7 0.1 0.2
N 16.15621 13.85483 15.42055 0.5 0.6 -0.4
H 15.29243 9.17850 14.15184 -0.2 0.1 -0.4
C 7.84882 15.74802 12.33814 -0.6 1.4 -0.8
H 9.52968 13.39422 14.61312 0.3 0.0 -0.5
H 10.12986 14.87523 10.65016 0.0 -0.4 0.3
H 19.33550 14.07103 14.25595 0.3 0.1 -0.5
H 13.59446 9.09046 13.67676 0.1 0.3 -0.1
C 12.34877 13.65591 9.20168 0.1 1.2 -0.8
C 10.21770 10.95180 14.37389 0.2 0.1 0.5
C 12.63173 8.52892 10.96750 0.2 -0.1 -0.3
O 12.26107 16.84252 16.66898 -1.2 0.0 0.8
H 7.90769 17.21479 7.61192 -0.1 -0.4 0.1
C 11.01691 17.64884 9.80376 0.3 0.3 0.7
C 16.45861 13.44706 16.63352 0.8 -0.7 1.0
H 10.46330 13.21064 7.47964 -0.1 -0.1 0.5
H 11.53491 9.27888 13.70589 -0.2 0.3 0.2
O 17.75985 15.16851 12.60929 1.2 0.7 -0.6
H 8.05209 10.84672 14.26563 0.1 -0.2 0.3
H 7.17185 15.00678 12.68076 -0.5 -1.0 0.5
C 11.12151 14.17303 17.13202 1.4 -1.0 -0.9
C 9.87100 13.24742 13.57973 -0.3 -0.2 0.5
C 11.10825 16.87741 8.61894 1.3 0.2 0.9
C 13.92842 10.53475 8.48960 -0.2 -0.1 0.6
C 8.90413 10.17417 14.44112 -0.2 0.4 -1.2
H 7.30864 16.70991 12.45065 0.5 -0.1 0.5
H 10.23882 11.54598 15.31421 0.0 0.0 -0.7
C 10.12165 15.24822 19.11498 -1.1 -0.1 1.3
C 9.98336 16.67434 7.87083 -0.4 -0.4 -0.4
H 14.51511 11.61643 14.81323 -0.2 -0.2 -1.2
H 14.50080 10.30292 7.60194 0.0 0.2 -0.5
P 13.86158 11.10743 11.14313 0.3 0.2 0.6
C 20.24071 12.84423 16.59327 1.6 1.1 -1.0
```
Positions in Å, forces in eV/Å.

Calculated values
DFT total energy: -90402.1422 eV
LUMO level: 0.1089 Ha
HOMO energy: -2.7245 eV
multiplicity: 1
total charge: -2


> What is the total charge in the first record?

0